(1)
{"formula": "C4H5NO", "method": "ωB97M-V/def2-TZVPD", "e_above_lowest_kcal_mol": 9.3, "orbital_gap_ev": 11.066, "smiles": "CC(=O)CC#N", "lumo_energy_ev": 0.7, "species": ["C", "C", "O", "C", "C", "N", "H", "H", "H", "H", "H"], "positions_angstrom": [[1.310196, 0.429186, -0.226737], [0.218804, 0.300384, 0.810566], [0.352819, 0.651110, 1.958052], [-1.150799, -0.275826, 0.384929], [-1.145092, -0.798538, -0.979245], [-1.031501, -1.180226, -2.064774], [2.254083, 0.630587, 0.280886], [1.078314, 1.265796, -0.898874], [1.397699, -0.462504, -0.855040], [-1.906167, 0.513337, 0.483092], [-1.428886, -1.060400, 1.097447]], "forces_ev_per_angstrom": [[0.072, 0.004, 0.088], [0.078, 0.148, 0.263], [-0.058, -0.165, -0.444], [-0.012, -0.008, 0.021], [0.117, -0.328, -0.994], [-0.246, 0.320, 1.032], [-0.132, 0.021, -0.052], [-0.031, -0.135, 0.111], [-0.065, 0.122, 0.155], [0.181, -0.085, -0.043], [0.096, 0.107, -0.135]], "nbo_charge": [-0.733, 0.613, -0.516, -0.628, 0.278, -0.313, 0.245, 0.248, 0.247, 0.279, 0.280]}



(2)
{"formula": "C3H12N2O2", "method": "ωB97M-V/def2-TZVPD", "e_above_lowest_kcal_mol": 35.9, "orbital_gap_ev": 9.668, "smiles": "NCCNCO.O", "lumo_energy_ev": 0.7, "species": ["N", "C", "C", "N", "C", "O", "H", "H", "H", "H", "H", "H", "H", "H", "H", "H", "O", "H", "H"], "positions_angstrom": [[-2.273827, -1.666288, -1.034453], [-1.205248, -1.721850, -0.014019], [-0.808415, -0.326112, 0.525362], [-0.681007, 0.636622, -0.560254], [-0.190276, 1.917075, -0.097757], [0.335836, 2.594843, -1.235647], [-3.095252, -2.141344, -0.662688], [-2.531133, -0.692613, -1.138937], [-1.461393, -2.283919, 0.889384], [-0.319674, -2.204821, -0.439994], [0.136737, -0.493066, 1.057982], [-1.630926, 0.009355, 1.158656], [-0.034671, 0.265277, -1.252241], [0.609484, 1.763824, 0.631484], [-1.036621, 2.507373, 0.262621], [0.973306, 3.233589, -0.900567], [4.046624, -0.338332, 0.842277], [4.855876, 0.176152, 0.901210], [4.310572, -1.235765, 1.067590]], "forces_ev_per_angstrom": [[-0.148, -0.309, 0.973], [0.232, 0.650, -0.008], [-0.385, -0.806, -0.927], [0.092, -0.241, -0.062], [-0.068, -0.120, -1.028], [0.144, -0.041, 0.227], [0.162, 0.100, -0.274], [-0.013, 0.112, -0.226], [-0.235, -0.252, -0.276], [-0.001, 0.052, -0.046], [-0.134, 0.378, 0.432], [0.273, 0.111, 0.414], [0.052, 0.209, 0.021], [-0.030, 0.292, 0.400], [0.110, -0.140, 0.567], [-0.027, -0.003, -0.187], [-0.043, -0.045, 0.019], [0.040, 0.040, -0.007], [-0.021, 0.011, -0.012]], "nbo_charge": [-0.840, -0.218, -0.233, -0.648, 0.107, -0.719, 0.351, 0.370, 0.183, 0.170, 0.173, 0.182, 0.368, 0.132, 0.152, 0.469, -0.938, 0.469, 0.469]}



(3)
{"formula": "C5H11NO2", "method": "ωB97M-V/def2-TZVPD", "e_above_lowest_kcal_mol": 19.7, "orbital_gap_ev": 10.428, "smiles": "NC(=O)CCCCO", "lumo_energy_ev": 0.9, "species": ["N", "C", "O", "C", "C", "C", "C", "O", "H", "H", "H", "H", "H", "H", "H", "H", "H", "H", "H"], "positions_angstrom": [[-1.180055, 3.006943, 0.651465], [-0.268590, 1.992020, 0.723263], [0.458365, 1.757379, 1.652142], [-0.361174, 1.055455, -0.522558], [-0.776705, -0.372624, -0.141976], [0.338021, -1.178932, 0.539963], [1.383916, -1.782842, -0.451684], [0.785876, -2.926880, -1.081836], [-1.824937, 3.044059, -0.114569], [-1.457322, 3.597436, 1.430063], [0.620070, 1.089505, -0.995704], [-1.147331, 1.426897, -1.184726], [-1.686168, -0.419702, 0.457240], [-0.975475, -0.875543, -1.095208], [-0.179497, -2.029984, 0.983452], [0.997558, -0.535057, 1.129643], [2.163400, -2.174418, 0.210080], [1.726569, -1.010651, -1.137339], [1.383488, -3.663062, -1.051711]], "forces_ev_per_angstrom": [[-0.419, 0.692, 0.428], [-1.141, -0.993, -1.279], [0.429, 0.365, 0.553], [-0.442, 0.603, 1.088], [1.094, -0.182, -0.582], [0.699, 0.038, -1.572], [-1.439, -0.910, 1.599], [-0.385, 0.872, -0.573], [0.099, -0.149, -0.155], [0.627, -0.389, -0.017], [-0.109, -0.172, -0.254], [0.415, 0.199, -0.249], [-0.018, 0.332, -0.024], [-0.315, -0.090, 0.146], [0.640, 0.103, 0.778], [-0.838, -0.214, 0.867], [0.410, 0.458, -0.388], [0.250, -0.239, -0.324], [0.443, -0.326, -0.043]], "nbo_charge": [-0.830, 0.686, -0.611, -0.491, -0.395, -0.427, -0.062, -0.743, 0.387, 0.399, 0.223, 0.196, 0.208, 0.212, 0.216, 0.233, 0.167, 0.162, 0.471]}



(4)
{"formula": "C4H9NOS", "method": "ωB97M-V/def2-TZVPD", "e_above_lowest_kcal_mol": 60.8, "orbital_gap_ev": 8.996, "smiles": "O=CNCCCS", "lumo_energy_ev": 0.7, "species": ["O", "C", "N", "C", "C", "C", "S", "H", "H", "H", "H", "H", "H", "H", "H", "H"], "positions_angstrom": [[1.952589, 2.076638, -1.461839], [1.775635, 0.879656, -1.200617], [0.507538, 0.223412, -1.125979], [0.168125, -1.070891, -0.611972], [-0.262261, -0.956623, 0.883506], [-1.381120, 0.083349, 1.045185], [-1.065320, 1.737658, 0.489464], [2.623652, 0.270067, -0.857604], [-0.092938, 0.471094, -1.906298], [1.004383, -1.775484, -0.567944], [-0.614740, -1.481202, -1.257700], [0.918252, -0.689858, 1.349756], [-0.709257, -1.911989, 1.116687], [-1.965246, 0.121222, 2.085914], [-2.230531, -0.255913, 0.296233], [-0.628760, 2.278864, 1.723208]], "forces_ev_per_angstrom": [[-0.829, -2.710, -0.065], [-1.043, 1.226, 0.765], [1.976, 0.933, -2.568], [0.300, -0.382, 1.098], [2.641, 1.403, -0.506], [-2.729, -1.095, 0.668], [0.374, 2.066, 2.065], [-0.085, -0.259, 0.076], [0.112, 0.611, 0.482], [0.091, 0.031, -0.560], [0.038, -0.069, 0.228], [-3.941, -0.762, -0.363], [0.547, -0.468, 0.800], [1.638, -0.324, -2.146], [1.505, 0.407, 1.417], [-0.595, -0.608, -1.391]], "nbo_charge": [-0.571, 0.534, -0.653, -0.223, -0.402, -0.584, -0.006, 0.106, 0.401, 0.193, 0.197, 0.200, 0.218, 0.245, 0.217, 0.128]}